Computed, not measured: 3 unconnected molecules or ions with the total composition C17H27B3BrF2NO7 at a distorted geometry, with wB97M-V/def2-TZVPD.

Gap between HOMO and LUMO (eV): 8.4
ΔE to the lowest compared entry with this formula, charge and spin (eV): 4.4558
Net charge: 0
Energy (Eh): -4093.8321
Highest occupied orbital energy (eV): -8.818
SMILES: C[C@H](Br)CB1OB(c2ccccc2)OB(N(C(=O)F)C(=O)F)O1.CC(C)O.CC(C)O

The geometry in XYZ format:
```
58
Properties=species:S:1:pos:R:3:forces:R:3
C 3.18235 0.87624 -1.36613 -0.717 0.161 0.998
C 1.81663 1.73455 -1.59211 1.762 -0.249 -1.424
Br 0.56662 1.12733 -0.13742 0.513 0.542 -0.609
C 1.17150 1.51061 -3.05591 0.382 -1.117 -0.393
B -0.25397 0.68892 -2.96736 0.895 0.873 -0.181
O -1.46936 1.42636 -2.72564 -0.166 -3.753 -0.341
B -2.63189 0.58127 -2.66153 -0.993 0.284 -0.136
C -4.11762 1.15782 -2.26499 -2.865 0.970 0.133
C -5.18283 1.09603 -3.40955 -1.617 1.070 2.366
C -6.66995 1.54899 -3.23908 3.619 -0.037 3.597
C -7.06437 2.07277 -1.82057 3.295 -1.168 -1.312
C -5.99509 2.16077 -0.67742 0.319 -1.081 -2.696
C -4.50337 1.69840 -0.86527 -3.310 0.025 -3.238
O -2.60728 -0.85076 -2.98480 2.793 1.325 1.903
B -1.32662 -1.42226 -2.65086 -0.439 2.450 -1.778
N -1.28658 -2.70466 -1.85098 -2.471 -2.055 0.107
C -1.74950 -3.78672 -2.75971 -2.514 -1.979 -2.561
O -2.82448 -3.81538 -3.36837 4.658 0.254 2.551
F -0.84537 -4.87927 -2.93991 -1.655 2.968 0.903
C -2.21128 -2.68434 -0.71746 -1.157 1.997 2.878
O -2.38527 -1.74868 0.07489 1.045 -3.677 -3.570
F -2.94616 -3.90000 -0.48538 2.187 2.471 -1.076
O -0.15610 -0.74821 -3.13965 -2.606 0.456 1.946
H 3.00419 -0.24862 -1.47430 0.044 1.583 -0.051
H 4.02372 1.19054 -2.07075 -1.258 -0.239 0.903
H 3.48254 1.03927 -0.25998 -0.174 -0.225 -1.941
H 2.10278 2.83479 -1.50852 -0.831 -1.499 0.502
H 1.09802 2.45962 -3.68980 -0.003 -1.105 1.233
H 1.91041 0.81631 -3.61966 -1.162 1.115 0.856
H -4.90706 0.69746 -4.45389 -0.232 0.631 1.939
H -7.37992 1.44082 -4.11980 0.968 0.285 1.504
H -8.16080 2.37551 -1.68618 1.964 -0.387 0.152
H -6.39216 2.57579 0.32263 0.986 -0.820 -1.738
H -3.74813 1.75934 -0.01374 -1.258 -0.092 -1.380
C 5.79024 -1.51443 2.88502 -0.216 -0.141 0.186
C 5.43734 -1.04866 1.48126 0.634 0.177 0.250
C 6.61604 -1.20489 0.53325 -0.040 -0.080 -0.297
O 5.03981 0.32055 1.52182 -0.256 0.092 -0.082
H 6.61236 -0.92095 3.29814 0.047 -0.061 -0.132
H 4.93805 -1.38565 3.55774 0.035 -0.058 -0.105
H 6.08361 -2.56736 2.88959 0.011 0.075 0.032
H 4.58566 -1.62342 1.10651 -0.048 0.237 0.017
H 7.46671 -0.60070 0.86508 -0.039 -0.094 0.113
H 6.35174 -0.85584 -0.46877 -0.032 -0.083 0.077
H 6.93416 -2.24861 0.46740 0.023 0.082 -0.003
H 5.78630 0.83840 1.85214 -0.134 -0.128 -0.044
C -1.50044 0.51422 3.24425 -0.016 0.036 -0.305
C -0.17584 0.70428 3.96655 -0.548 -0.169 0.378
C 0.08004 -0.41963 4.95843 0.283 -0.122 0.048
O -0.18671 1.95225 4.65705 0.210 0.211 -0.058
H -2.33577 0.51785 3.95223 0.091 -0.110 0.044
H -1.67658 1.33505 2.54327 0.089 -0.077 0.015
H -1.51670 -0.42836 2.69056 -0.064 0.055 0.022
H 0.63826 0.74324 3.23728 -0.022 0.201 0.125
H -0.70035 -0.44828 5.72598 -0.070 -0.016 -0.134
H 1.02941 -0.26419 5.47810 -0.044 -0.012 -0.114
H 0.11100 -1.39012 4.45613 -0.024 0.040 0.065
H -0.90363 1.92782 5.30487 0.128 -0.033 -0.144
```
Positions in Å, forces in eV/Å.

These are the Löwdin partial charges, in e, on atoms 1 to 5: -0.17 -0.62 0.75 -0.10 -0.50